36
Properties=species:S:1:pos:R:3 method="wB97M-V/def2-TZVPD" homo_energy_ha=-0.45803 e_above_lowest_ev=2.772 charge=+1
O 1.05 -0.30 1.94
C 0.06 -0.67 1.35
N -1.14 -0.16 1.63
C -2.45 -0.44 1.07
C 0.21 -1.49 0.04
N 1.66 -1.39 -0.34
C 2.11 -0.30 -1.23
H -1.15 0.56 2.33
H -3.13 -0.83 1.82
H -2.92 0.48 0.72
H -2.36 -0.99 0.14
H -0.05 -2.53 0.12
H -0.28 -0.80 -0.65
H 1.89 -2.24 -0.82
H 2.37 -1.50 0.44
H 1.24 0.17 -1.70
H 2.81 -0.60 -2.00
H 2.61 0.48 -0.68
H -0.19 2.26 3.56
H -1.43 2.85 4.24
O -1.14 2.30 3.51
H 0.96 2.49 -1.04
H 1.20 3.32 0.23
O 1.46 2.50 -0.21
H -2.78 2.75 -3.29
H -2.45 1.29 -3.61
O -2.26 2.00 -2.99
H 0.43 3.21 -3.54
H -0.42 2.22 -2.76
O 0.42 2.70 -2.73
H -2.77 -3.50 -1.22
H -1.72 -4.32 -0.36
O -2.38 -3.63 -0.35
H 3.93 -1.29 2.09
H 3.24 -2.58 2.50
O 3.37 -2.00 1.75


54
Properties=species:S:1:pos:R:3 method="wB97M-V/def2-TZVPD" homo_energy_ha=-0.39214 e_above_lowest_ev=0.000
K -0.05 0.27 0.18
P 1.64 -1.43 -2.46
F 1.06 0.07 -2.74
F 2.91 -1.08 -3.41
F 2.44 -0.78 -1.20
F 2.22 -2.90 -2.19
F 0.39 -1.72 -1.41
F 0.84 -2.02 -3.73
C -3.20 -4.62 -1.06
C -3.80 -4.54 0.35
O -3.31 -3.30 0.82
C -2.85 -2.58 -0.21
O -2.37 -1.51 -0.10
O -2.96 -3.25 -1.38
H -3.86 -5.09 -1.77
H -2.29 -5.23 -1.03
H -3.49 -5.37 0.98
H -4.89 -4.62 0.30
C 3.73 2.25 1.50
O 3.56 3.37 0.65
C 2.44 3.46 -0.05
O 1.54 2.69 0.01
O 2.44 4.47 -0.89
C 3.51 5.39 -0.99
H 4.51 2.43 2.23
H 3.98 1.36 0.92
H 2.80 2.08 2.05
H 3.23 6.35 -0.54
H 3.78 5.55 -2.03
H 4.38 5.10 -0.41
C -1.90 -0.11 -3.70
O -3.16 0.46 -3.33
C -3.19 1.11 -2.17
O -2.28 1.16 -1.39
O -4.40 1.61 -2.03
C -4.68 2.26 -0.79
H -1.89 -0.24 -4.78
H -1.72 -1.05 -3.18
H -1.08 0.56 -3.42
H -4.09 3.18 -0.71
H -4.43 1.60 0.04
H -5.74 2.50 -0.78
C 0.19 1.12 3.98
O 1.06 0.13 4.48
C 1.77 -0.59 3.63
O 1.98 -0.32 2.46
O 2.29 -1.61 4.29
C 3.09 -2.53 3.54
H -0.63 1.36 4.65
H -0.22 0.86 3.00
H 0.78 2.01 3.72
H 2.40 -3.14 2.97
H 3.73 -3.12 4.19
H 3.79 -2.01 2.89


Number 1: lowest unoccupied orbital energy -2.6 eV, maximum force 2.55 eV/Å. Number 2: lowest unoccupied orbital energy 0.0 eV, maximum force 2.10 eV/Å.